# 1
Computed, not measured: a cluster of 2 separate species, C3H8NO in total at a distorted geometry, with ωB97M-V/def2-TZVPD.

Each line ends with the Löwdin charge.
Positions of all 13 atoms, in Å:
C (-0.7694, -1.0272, 1.5969)  -0.21
O (-0.0985, 0.0835, 2.1700)  -0.21
H (-1.6115, -1.2958, 2.2245)  0.06
H (-1.0609, -0.8359, 0.5585)  0.04
H (0.0005, -1.8037, 1.4878)  0.06
C (0.0705, -0.2954, -1.8533)  -0.17
C (0.3807, 0.9096, -1.2538)  -0.49
N (1.0573, 1.1948, -0.1294)  -0.09
H (0.2745, -1.2184, -1.3235)  -0.02
H (0.1042, -0.2874, -2.9389)  -0.02
H (0.0694, 1.8127, -1.8111)  0.06
H (1.2566, 2.1881, -0.1432)  -0.02
H (0.3266, 0.5753, 1.4156)  0.00

- HOMO energy: -0.0750 Eh
- E_tot: -249.0587 hartree
- Frontier orbital gap: 6.50 eV
- Net charge: -1
- ΔE to the lowest compared entry with this formula, charge and spin: 17.5 kcal per mole

---

# 2
Computed, not measured: a structure of composition C42H38N5O8ReS2Si, with ωB97M-V/def2-TZVPD.

Each line ends with the Löwdin charge.
Positions of all 97 atoms, in Å:
Re (0.7296, -0.0084, -0.4192)  1.69
O (-1.0970, -0.3770, -1.1593)  -0.27
C (-1.5341, -0.3115, -2.4143)  -0.32
C (-2.8918, -0.0154, -2.6018)  0.00
C (-3.4483, 0.0454, -3.8600)  -0.08
C (-2.6705, -0.2021, -4.9929)  -0.10
C (-1.3346, -0.4883, -4.8268)  -0.05
C (-0.7477, -0.5403, -3.5569)  -0.08
C (0.6853, -0.7585, -3.4232)  -0.24
N (1.4091, -0.5166, -2.3447)  -0.03
C (2.7380, -0.7444, -2.6615)  -0.10
C (2.8130, -1.1477, -3.9478)  -0.06
N (1.5104, -1.1557, -4.4145)  0.12
H (-3.4783, 0.1849, -1.7127)  0.09
H (-4.4930, 0.3092, -3.9690)  0.10
H (-3.1028, -0.1577, -5.9831)  0.10
H (-0.7189, -0.6351, -5.7078)  0.10
H (3.5175, -0.5812, -1.9348)  0.12
H (3.6472, -1.4296, -4.5645)  0.11
H (1.2104, -1.4497, -5.3257)  0.15
O (3.1399, 2.8602, -1.5919)  0.06
C (2.5325, 4.0520, -1.4071)  -0.25
C (3.3285, 5.1744, -1.6419)  -0.02
C (2.8139, 6.4460, -1.5111)  -0.10
C (1.4833, 6.6279, -1.1423)  -0.10
C (0.6964, 5.5222, -0.8934)  -0.03
C (1.1945, 4.2187, -1.0106)  -0.06
C (0.2891, 3.0681, -0.6929)  -0.35
O (0.7237, 1.8674, -1.1065)  -0.24
N (-0.8116, 3.3324, -0.1046)  0.04
N (-1.6476, 2.2478, 0.1090)  -0.05
C (-2.7705, 2.6018, 0.5796)  -0.90
S (-3.2303, 4.2862, 0.8730)  0.91
C (-4.6707, 3.8575, 1.8847)  -0.54
C (-5.3007, 2.5986, 1.3217)  -0.54
S (-3.9821, 1.4008, 1.0146)  0.92
H (2.5465, 2.1452, -1.3063)  0.05
H (4.3634, 5.0097, -1.9152)  0.11
H (3.4527, 7.3030, -1.6892)  0.10
H (1.0718, 7.6243, -1.0406)  0.09
H (-0.3358, 5.6352, -0.5940)  0.10
H (-5.3609, 4.7000, 1.8362)  0.07
H (-4.3495, 3.7079, 2.9145)  0.08
H (-5.8232, 2.8035, 0.3879)  0.07
H (-5.9915, 2.1385, 2.0278)  0.07
O (0.4163, 0.8266, 6.4481)  -0.04
C (-0.3884, 1.4277, 5.7044)  -0.71
O (-1.3509, 2.1793, 5.9473)  -0.03
C (-0.1628, 1.1425, 4.2211)  -0.08
C (-1.1754, 0.5538, 3.4646)  0.02
C (-0.9394, 0.2132, 2.1558)  -0.13
N (0.2378, 0.4676, 1.5649)  -0.06
C (1.2257, 1.0363, 2.2781)  -0.18
C (1.0679, 1.3800, 3.5988)  0.08
C (2.5410, 1.1316, 1.5434)  -0.52
O (3.5172, 1.6247, 2.0397)  0.12
O (2.5213, 0.5789, 0.3198)  -0.22
H (-2.1384, 0.3495, 3.9139)  0.12
H (-1.6742, -0.2960, 1.5447)  0.10
H (1.9120, 1.7828, 4.1411)  0.14
C (3.0101, -4.1872, -1.2025)  -0.09
C (2.8818, -3.9275, 0.3043)  -0.59
C (3.2676, -5.1941, 1.0729)  -0.09
C (3.8411, -2.7962, 0.7156)  -0.08
Si (1.1228, -3.3315, 0.6932)  0.56
O (0.9278, -1.7881, 0.1759)  -0.40
C (-0.1087, -4.3488, -0.2984)  -0.19
C (-0.1668, -5.7477, -0.2649)  -0.10
C (-1.0124, -6.4560, -1.1099)  -0.09
C (-1.8207, -5.7764, -2.0140)  -0.10
C (-1.7901, -4.3892, -2.0556)  -0.08
C (-0.9441, -3.6860, -1.2050)  -0.07
C (0.8518, -3.4536, 2.5389)  -0.21
C (0.5484, -4.6614, 3.1793)  -0.11
C (0.4407, -4.7303, 4.5623)  -0.09
C (0.6305, -3.5887, 5.3363)  -0.08
C (0.9406, -2.3804, 4.7279)  -0.05
C (1.0567, -2.3268, 3.3431)  -0.07
H (4.0550, -4.3946, -1.4670)  0.08
H (2.6786, -3.3232, -1.7880)  0.06
H (2.4036, -5.0426, -1.5112)  0.07
H (4.3196, -5.4370, 0.8749)  0.08
H (2.6710, -6.0601, 0.7675)  0.07
H (3.1537, -5.0654, 2.1511)  0.07
H (4.8708, -3.0515, 0.4367)  0.08
H (3.8189, -2.6344, 1.7981)  0.09
H (3.5865, -1.8439, 0.2438)  0.05
H (0.4598, -6.3007, 0.4269)  0.08
H (-1.0374, -7.5386, -1.0661)  0.10
H (-2.4743, -6.3287, -2.6792)  0.10
H (-2.4240, -3.8522, -2.7526)  0.10
H (-0.9316, -2.6027, -1.2389)  0.07
H (0.3860, -5.5628, 2.5955)  0.09
H (0.2124, -5.6768, 5.0389)  0.09
H (0.5373, -3.6421, 6.4145)  0.10
H (1.0924, -1.4842, 5.3238)  0.10
H (1.3204, -1.3869, 2.8785)  0.08

- HOMO energy (spin up / spin down): -0.2000 / -0.2013 Eh
- E_tot: -3663.4516 hartree
- Frontier orbital gap (spin up / spin down): 6.98 / 7.20 eV
- Net charge: -1
- Spin multiplicity: 2
- ΔE to the lowest compared entry with this formula, charge and spin: 0.0 kcal per mole

---

# 3
Computed, not measured: a structure of composition C14H18N2O4 at a distorted geometry, with ωB97M-V/def2-TZVPD.

Each line ends with the Löwdin charge.
Positions of all 38 atoms, in Å:
C (4.0446, -0.2807, 2.9424)  0.08
H (3.3392, -0.9548, 3.3168)  0.08
O (4.1233, -0.3365, 1.3849)  0.03
C (3.0453, -0.3713, 0.7532)  -0.45
C (3.3056, -0.4258, -0.4931)  -0.04
C (2.3719, -0.7266, -1.4113)  -0.01
C (1.0102, -0.7239, -0.9660)  -0.14
C (0.7938, -0.3187, 0.1773)  -0.23
C (1.8400, -0.2082, 1.1477)  -0.06
O (1.3803, -0.0237, 2.4984)  -0.08
C (0.9462, 1.1148, 2.5994)  -0.28
H (0.0292, 1.3557, 2.1151)  0.07
H (0.4935, 1.3815, 3.8979)  0.19
H (1.4842, 1.9669, 2.3893)  0.06
O (-0.5495, -0.2615, 0.5854)  -0.15
C (-0.9723, -1.5327, 1.5701)  0.09
H (-2.1390, -1.1855, 1.8745)  0.14
H (-0.3825, -1.5248, 2.4580)  0.05
H (-0.9681, -2.3523, 0.8165)  0.09
C (0.0488, -0.8238, -2.1739)  0.03
N (-1.1053, -0.1759, -2.0238)  0.07
N (-1.9134, -0.5962, -3.0215)  0.02
C (-3.2563, -0.0167, -3.1920)  -0.41
O (-3.9223, -0.3824, -4.0758)  0.11
C (-3.7014, 1.0884, -2.2080)  -0.14
C (-3.0666, 1.9518, -1.3749)  -0.23
C (-3.5829, 0.7956, -0.4308)  0.06
H (-2.6713, -0.0144, -0.4880)  0.10
H (-4.2548, 0.7391, 0.2447)  -0.01
H (-2.0287, 1.9415, -1.5284)  0.08
H (-3.4152, 2.9140, -1.2166)  0.09
H (-4.8333, 1.3052, -2.2268)  0.15
H (-1.7367, -0.9520, -3.9282)  0.13
H (0.3046, -1.1017, -3.0108)  0.03
H (2.6246, -0.8296, -2.4909)  0.13
H (4.4855, -0.8063, -1.0485)  0.23
H (5.1465, -0.1523, 3.2627)  0.14
H (3.6823, 0.5237, 3.2751)  -0.01

- HOMO energy: -0.3006 Eh
- E_tot: -954.2014 hartree
- Frontier orbital gap: 8.69 eV
- ΔE to the lowest compared entry with this formula, charge and spin: 382.9 kcal per mole

---

# 4
Computed, not measured: a structure of composition C39H34GeN3O8STc, with ωB97M-V/def2-TZVPD.

Each line ends with the Löwdin charge.
Positions of all 87 atoms, in Å:
Tc (0.2284, -0.4621, 0.4202)  1.37
O (-2.5489, 4.3297, -2.3739)  0.05
C (-2.0412, 3.2283, -1.7372)  -0.29
C (-1.2037, 3.3462, -0.6360)  0.04
C (-0.7294, 2.1907, -0.0622)  -0.20
N (-1.0539, 0.9635, -0.5026)  0.04
C (-1.8675, 0.8446, -1.5641)  -0.12
C (-2.3626, 1.9743, -2.2099)  0.06
C (-2.3208, -0.5379, -2.1144)  -0.71
O (-2.4100, -0.5578, -3.3613)  -0.07
O (-2.6820, -1.3520, -1.2601)  -0.01
C (0.1823, 2.2848, 1.1608)  -0.63
O (0.4966, 3.3979, 1.5676)  0.03
O (0.5125, 1.1609, 1.6810)  -0.18
H (-2.2295, 5.1105, -1.9108)  0.09
H (-0.8950, 4.2939, -0.2120)  0.12
H (-2.9734, 1.8275, -3.0884)  0.12
O (0.2318, -1.7988, -1.1407)  -0.27
N (1.0962, -2.8097, -1.1479)  -0.18
C (1.0012, -3.6355, -2.2106)  -0.02
C (1.7777, -4.7564, -2.3083)  -0.08
C (2.6696, -5.0368, -1.2660)  -0.10
C (2.7587, -4.1754, -0.2055)  -0.11
C (1.9739, -3.0049, -0.1291)  -0.68
S (2.0557, -1.8851, 1.1548)  0.70
H (0.2514, -3.3249, -2.9241)  0.15
H (1.6786, -5.3972, -3.1718)  0.10
H (3.2876, -5.9257, -1.2976)  0.10
H (3.4366, -4.3581, 0.6170)  0.10
O (3.6533, 0.9027, -0.0726)  0.00
C (2.6694, 1.2487, -0.7176)  -0.68
O (1.5421, 0.6440, -0.8366)  -0.20
C (2.7014, 2.5499, -1.5248)  -0.16
C (2.0045, 2.4363, -2.8777)  -0.25
Ge (2.8948, 1.4348, -4.2936)  1.04
C (4.5930, 2.3403, -4.7438)  -0.24
C (5.6059, 2.3273, -3.7799)  -0.10
C (6.8462, 2.8951, -4.0322)  -0.10
C (7.1052, 3.4824, -5.2639)  -0.12
C (6.1177, 3.4933, -6.2369)  -0.11
C (4.8749, 2.9265, -5.9759)  -0.11
C (3.4888, -0.4187, -4.1050)  -0.24
C (3.8275, -1.0057, -2.8855)  -0.07
C (4.4436, -2.2503, -2.8530)  -0.08
C (4.7051, -2.9391, -4.0268)  -0.11
C (4.3618, -2.3723, -5.2462)  -0.10
C (3.7704, -1.1175, -5.2811)  -0.13
C (1.6785, 1.5595, -5.8300)  -0.26
C (1.4511, 2.7972, -6.4355)  -0.13
C (0.5251, 2.9410, -7.4593)  -0.10
C (-0.2077, 1.8437, -7.8884)  -0.11
C (-0.0153, 0.6115, -7.2818)  -0.08
C (0.9189, 0.4740, -6.2641)  -0.09
H (3.7334, 2.8938, -1.6069)  0.09
H (2.1625, 3.2831, -0.9140)  0.11
H (1.8746, 3.4269, -3.3282)  0.07
H (1.0115, 2.0035, -2.7443)  0.07
H (5.4292, 1.8598, -2.8162)  0.10
H (7.6128, 2.8742, -3.2671)  0.10
H (8.0749, 3.9222, -5.4653)  0.09
H (6.3141, 3.9408, -7.2045)  0.09
H (4.1216, 2.9341, -6.7553)  0.08
H (3.6361, -0.5051, -1.9454)  0.08
H (4.7081, -2.6783, -1.8957)  0.10
H (5.1726, -3.9164, -3.9927)  0.09
H (4.5631, -2.9011, -6.1708)  0.09
H (3.5361, -0.6743, -6.2433)  0.09
H (1.9947, 3.6723, -6.0940)  0.09
H (0.3632, 3.9129, -7.9105)  0.09
H (-0.9422, 1.9538, -8.6769)  0.09
H (-0.6095, -0.2414, -7.5848)  0.10
H (1.0354, -0.4897, -5.7825)  0.10
C (-2.2685, 0.8980, 2.5636)  -0.05
C (-2.1518, -0.5891, 2.4514)  -0.36
C (-2.9717, -1.4639, 3.1231)  -0.11
C (-2.6033, -2.7680, 2.7167)  -0.11
C (-1.5803, -2.6249, 1.8112)  -0.38
C (-1.0070, -3.7507, 1.0188)  -0.06
N (-1.2661, -1.2881, 1.6495)  -0.06
H (-3.0336, 1.1128, 3.3136)  0.07
H (-2.5910, 1.3592, 1.6267)  0.07
H (-1.3468, 1.3770, 2.8854)  0.06
H (-3.7580, -1.1760, 3.8069)  0.07
H (-3.0571, -3.7078, 2.9979)  0.07
H (-1.6081, -4.6410, 1.2167)  0.07
H (0.0292, -3.9782, 1.2742)  0.04
H (-1.0739, -3.5438, -0.0482)  0.06

- HOMO energy (spin up / spin down): -0.0601 / -0.0589 Eh
- E_tot: -4828.8265 hartree
- Frontier orbital gap (spin up / spin down): 5.63 / 5.60 eV
- Net charge: -2
- Spin multiplicity: 3
- ΔE to the lowest compared entry with this formula, charge and spin: 10.5 kcal per mole

---

# 5
Computed, not measured: a cluster of 2 separate species, C6H15N in total at a distorted geometry, with ωB97M-V/def2-TZVPD.

Each line ends with the Löwdin charge.
Positions of all 22 atoms, in Å:
C (2.9477, -0.1899, 0.2937)  -0.27
C (3.2640, 1.2893, 0.3323)  -0.13
C (1.5868, -0.4675, -0.3477)  -0.33
N (0.5946, 0.4818, 0.0677)  -0.05
C (-3.9776, -0.3481, -0.8475)  -0.07
C (-3.4127, -0.7575, 0.4824)  -0.12
C (-0.7628, 0.0916, 0.1162)  -0.27
H (2.8081, -0.5906, 1.3131)  0.10
H (3.7321, -0.7886, -0.1588)  0.10
H (4.3116, 1.4710, 0.0877)  0.06
H (2.9506, 1.7422, 1.2694)  0.07
H (2.6963, 1.7830, -0.4576)  0.06
H (1.2984, -1.5233, -0.3773)  0.10
H (1.7635, -0.3361, -1.4530)  0.12
H (-4.0947, -0.8338, -1.8178)  0.07
H (-4.4364, 0.6212, -0.9469)  0.06
H (-2.7058, -0.2137, -0.6640)  0.10
H (-3.8188, -1.7081, 0.8298)  0.06
H (-3.7040, 0.0125, 1.1808)  0.06
H (-0.9521, -0.7205, 0.8411)  0.10
H (-1.3831, 0.9941, 0.2183)  0.08
H (-0.9305, -0.3677, -0.8827)  0.08

- HOMO energy: -0.2263 Eh
- E_tot: -292.0453 hartree
- Frontier orbital gap: 4.46 eV
- ΔE to the lowest compared entry with this formula, charge and spin: 203.1 kcal per mole

---

# 6
Computed, not measured: a structure of composition C31H49ClP2Re at a distorted geometry, with ωB97M-V/def2-TZVPD.

Each line ends with the Löwdin charge.
Positions of all 84 atoms, in Å:
Re (-1.2479, -0.3037, 0.1161)  1.16
C (-2.4913, -1.5632, 1.3049)  -0.34
C (-3.0092, -1.5077, -0.0375)  -0.32
C (-0.8673, -2.4311, -0.1104)  -0.35
C (-1.1623, -2.0896, 1.2490)  -0.34
C (-1.9972, -2.0510, -0.9129)  -0.35
C (-3.1543, -1.2907, 2.6333)  -0.01
H (-4.0984, -0.7515, 2.5396)  0.10
H (-2.4964, -0.7036, 3.2784)  0.09
H (-3.3414, -2.2279, 3.1712)  0.11
C (-0.3665, -2.5617, 2.4228)  0.01
H (0.0999, -1.7331, 2.9586)  0.07
H (0.4511, -3.2057, 2.0963)  0.07
H (-0.9863, -3.1274, 3.1270)  0.11
C (0.2694, -3.3339, -0.4627)  -0.02
H (0.0255, -4.3474, -0.1061)  0.13
H (1.1940, -2.9962, 0.0218)  0.08
H (0.4509, -3.3882, -1.5418)  0.05
C (-2.2227, -2.5305, -2.3136)  -0.01
H (-2.7755, -3.4839, -2.3023)  0.12
H (-1.2776, -2.7375, -2.8190)  0.06
H (-2.7879, -1.8169, -2.9263)  0.10
C (-4.4111, -1.1908, -0.4754)  0.00
H (-4.9951, -2.1073, -0.6270)  0.11
H (-4.4175, -0.6609, -1.4332)  0.09
H (-4.9469, -0.5937, 0.2710)  0.09
C (0.1418, 4.0766, 0.6770)  -0.17
C (-1.0407, 3.8418, 1.2780)  -0.17
C (-2.3513, 4.2891, 0.6835)  -0.16
C (-2.6779, 3.6923, -0.7260)  -0.15
C (-1.8275, 2.5395, -1.2099)  -0.16
C (-0.5757, 2.7407, -1.6537)  -0.15
C (0.0397, 4.1138, -1.8474)  -0.15
C (0.2432, 4.9285, -0.5426)  -0.16
H (-2.4128, 5.3889, 0.6309)  0.13
H (-2.6787, 4.5285, -1.4386)  0.12
H (-3.1684, 3.9862, 1.3541)  0.12
H (-0.4854, 5.7596, -0.5503)  0.12
H (1.0980, 3.9612, 1.1983)  0.11
H (-1.0850, 3.6076, 2.3504)  0.12
H (1.2420, 5.3902, -0.5759)  0.13
H (1.0297, 4.0273, -2.3191)  0.11
H (-0.0271, 1.9641, -2.1853)  0.03
H (-0.5700, 4.7307, -2.5483)  0.14
H (-3.7118, 3.3209, -0.7040)  0.12
H (-2.3909, 1.6161, -1.4427)  0.10
P (0.2868, 1.1739, 1.1382)  0.93
P (0.6280, -0.3779, -1.9068)  0.94
C (1.7337, 1.6198, -0.0119)  -0.35
C (1.9615, 0.8184, -1.3072)  -0.36
H (2.6436, 1.5761, 0.5988)  0.07
H (1.5482, 2.6774, -0.2571)  0.04
H (2.1970, 1.4550, -2.1756)  0.10
H (2.8438, 0.1894, -1.1405)  0.02
C (1.7557, -1.6606, -2.5916)  -0.22
H (1.2017, -2.5749, -2.8107)  0.03
H (2.5615, -1.8682, -1.8798)  0.04
H (2.1643, -1.2967, -3.5407)  0.08
C (-0.2266, -0.0291, -3.5177)  -0.24
H (0.5103, 0.3499, -4.2472)  0.07
H (-1.0661, 0.6642, -3.4097)  0.04
H (-0.6285, -0.9812, -3.8945)  0.04
C (0.7393, 1.2948, 2.9134)  -0.22
H (-0.1132, 0.9865, 3.5381)  0.06
H (0.9913, 2.3358, 3.1662)  0.07
H (1.5878, 0.6341, 3.1142)  0.01
C (-1.7554, 1.3384, 1.5686)  -0.27
H (-2.5234, 0.5479, 1.5688)  0.02
H (-2.2173, 2.1417, 1.0176)  -0.01
H (-1.6714, 1.5621, 2.6389)  0.07
Cl (5.1273, -0.0684, 0.0697)  0.77
C (4.6328, -1.6852, 0.3423)  -0.62
C (5.0977, -2.6904, -0.4814)  -0.11
C (4.7514, -4.0341, -0.2407)  -0.04
C (3.9630, -4.3456, 0.8873)  -0.07
C (3.4361, -3.3471, 1.6849)  -0.05
C (3.6945, -1.9585, 1.4095)  -0.32
C (3.0151, -0.9240, 2.0382)  0.03
H (5.7083, -2.4348, -1.3537)  0.12
H (5.0660, -4.8230, -0.9168)  0.11
H (3.7133, -5.3871, 1.1172)  0.12
H (2.8247, -3.5654, 2.5654)  0.12
H (2.1644, -1.1696, 2.6797)  0.04
H (3.4234, 0.0879, 2.0765)  0.04

- HOMO energy (spin up / spin down): -0.4548 / -0.5154 Eh
- E_tot: -2431.0127 hartree
- Frontier orbital gap (spin up / spin down): 5.89 / 6.68 eV
- Net charge: +2
- Spin multiplicity: 4

---

Q: Number 4 is which compound?
A: C39H34GeN3O8STc